Density functional theory data (the ωB97M-V functional and the def2-TZVPD basis) for a cluster of 2 separate species, C5H8ClNO3S in total in a non-equilibrium geometry.

ORCA input file:
```
! RIJCOSX wB97M-V def2-TZVPD def2/J DEFGRID3
* xyz 0 1
C -1.122 0.002 0.645
C -1.279 -0.823 -0.425
C -0.179 0.983 0.233
C -2.129 -1.985 -0.757
C 0.412 2.202 0.847
N 0.219 0.662 -1.013
O 1.451 -1.462 0.021
O 3.315 -0.882 1.525
O -0.443 -0.468 -1.434
S 2.107 -0.431 0.847
Cl 3.061 0.864 -1.045
H -1.644 -0.038 1.664
H -1.925 -2.266 -1.861
H -3.214 -1.789 -0.803
H -1.975 -2.818 -0.011
H -0.317 2.572 1.544
H 0.590 2.860 0.015
H 1.326 1.913 1.340
H 1.747 0.904 -1.333
*
```

Computed properties:
- relative energy (zero: lowest compared OMol25 entry of this formula, charge and spin) (kcal/mol) = 8.6
- LUMO energy (eV) = -0.15
- gap between HOMO and LUMO (eV) = 9.9

In elementary charge units, the natural (NBO) charges are: C -0.374; C 0.378; C 0.204; C -0.682; C -0.658; N -0.214; O -0.897; O -0.865; O -0.250; S 1.613; Cl -0.284; H 0.251; H 0.252; H 0.241; H 0.250; H 0.233; H 0.244; H 0.239; H 0.320